One molecule with the formula C25H32N6O3S in a non-equilibrium geometry. Source: the OMol25 dataset; level of theory: the ωB97M-V functional and the def2-TZVPD basis.

Cartesian coordinates (Å):
1 C 6.01859 -2.39060 1.59192
2 C 5.40014 -2.12138 2.95661
3 O 3.97672 -2.06660 2.88918
4 C 3.34310 -3.26323 2.89616
5 O 3.90927 -4.32836 2.97091
6 N 1.99679 -3.12479 2.85433
7 C 1.30436 -1.88101 2.61435
8 C 0.66079 -1.89595 1.21951
9 N -0.19099 -3.05675 1.09496
10 C -1.52979 -3.08562 0.93119
11 O -2.16637 -4.12216 0.95940
12 C -2.24023 -1.76639 0.67572
13 S -1.83479 -1.09227 -0.97414
14 C -1.34243 0.51096 -0.51123
15 N -0.92568 0.86565 0.67563
16 N -0.61097 2.17217 0.61579
17 C -0.83542 2.59600 -0.59595
18 C -0.54286 3.97138 -1.08428
19 C 0.69874 3.96022 -1.92074
20 C 0.83667 4.07664 -3.28333
21 C 2.20707 3.95843 -3.57718
22 C 2.85259 3.76950 -2.38577
23 N 1.93649 3.76423 -1.38326
24 C 2.24198 3.66013 0.01728
25 N -1.29674 1.56700 -1.37331
26 C -1.76031 1.59702 -2.73358
27 C -3.20731 2.11757 -2.81316
28 C -4.10187 1.27869 -1.94306
29 C -4.67939 0.11669 -2.43788
30 C -5.42732 -0.70304 -1.61255
31 C -5.60044 -0.37293 -0.27884
32 C -5.03439 0.78685 0.22176
33 C -4.29179 1.60926 -0.60720
34 C 0.51748 -4.30238 1.32256
35 C 1.15707 -4.29442 2.71274
36 H 7.10143 -2.35574 1.66919
37 H 5.72203 -3.37656 1.24307
38 H 5.68819 -1.64393 0.87327
39 H 5.69400 -2.90429 3.66285
40 H 5.69876 -1.14297 3.33940
41 H 0.52042 -1.76762 3.37157
42 H 2.00345 -1.05154 2.69667
43 H 1.44961 -1.96252 0.46024
44 H 0.11254 -0.96620 1.07759
45 H -1.99570 -0.99317 1.40044
46 H -3.31282 -1.96241 0.67134
47 H -0.41847 4.61282 -0.20961
48 H -1.37149 4.34806 -1.68534
49 H 0.04758 4.25409 -3.98923
50 H 2.65806 4.00688 -4.54805
51 H 3.89682 3.63797 -2.18068
52 H 3.23995 3.24116 0.13449
53 H 1.52003 3.01810 0.52405
54 H 2.21979 4.64588 0.49126
55 H -1.08676 2.23144 -3.31506
56 H -1.71538 0.57491 -3.11815
57 H -3.52788 2.07044 -3.85442
58 H -3.23902 3.15899 -2.48684
59 H -4.53433 -0.15035 -3.47478
60 H -5.86720 -1.60639 -2.00777
61 H -6.17587 -1.01798 0.36873
62 H -5.16461 1.05082 1.26092
63 H -3.85259 2.51376 -0.20792
64 H 1.29677 -4.41055 0.56044
65 H -0.19926 -5.11936 1.23192
66 H 0.37558 -4.26494 3.47912
67 H 1.77759 -5.17930 2.85674

Computed properties:
LUMO energy, Ha: 0.0191
Energy above the lowest of the compared OMol25 structures with the same formula, charge and spin, kJ/mol: 13.89
HOMO, eV: -8.28
Spin multiplicity: 1
Frontier orbital gap, eV: 8.803

These are the natural (NBO) partial charges, in e, on atoms 1 to 8:
1 C -0.6356
2 C -0.0667
3 O -0.5300
4 C 0.8949
5 O -0.6650
6 N -0.4518
7 C -0.2235
8 C -0.2436

A 2-piece molecular cluster, C2H3BrCl3N overall in a non-equilibrium geometry. Source: the OMol25 dataset; level of theory: the ωB97M-V functional and the def2-TZVPD basis.

Cartesian coordinates (Å):
1 H -0.53412 0.50204 -2.32236
2 N -0.14426 0.99458 -1.55360
3 C -0.64048 0.84903 -0.40410
4 Cl -2.07999 -0.10543 -0.03646
5 H -0.35085 1.38473 0.42538
6 Cl 2.26530 -1.70261 2.71278
7 C 1.86757 -1.31695 1.07671
8 Cl 3.14902 -1.78046 -0.04156
9 Br 0.19895 -2.37528 0.63259
10 H 1.72134 -0.18793 1.10696

Computed properties:
LUMO energy, Ha: 0.0014
Energy above the lowest of the compared OMol25 structures with the same formula, charge and spin, kJ/mol: 71.29
HOMO, eV: -10.44
Spin multiplicity: 1
Frontier orbital gap, eV: 10.475

These are the natural (NBO) partial charges, in e, on atoms 1 to 8:
1 H 0.3641
2 N -0.5917
3 C 0.1167
4 Cl -0.0658
5 H 0.1769
6 Cl 0.0375
7 C -0.3509
8 Cl 0.0356

C25H33BF16HfN4O13S4 as an isolated structure in a non-equilibrium geometry. Source: the OMol25 dataset; level of theory: the ωB97M-V functional and the def2-TZVPD basis.

Cartesian coordinates (Å):
1 Hf -13.56407 8.39339 1.09766
2 C -16.02586 11.07940 -2.28408
3 F -15.60088 10.29969 -3.28144
4 F -16.40569 12.24711 -2.87140
5 F -17.05975 10.49334 -1.78198
6 S -14.63475 11.29331 -0.90202
7 O -15.26034 12.09451 0.14826
8 O -14.24035 9.91428 -0.44115
9 O -13.59510 12.00619 -1.61188
10 C -9.19378 10.28685 1.02085
11 F -9.14288 10.84465 -0.18317
12 F -9.08065 8.95689 0.97396
13 F -8.28459 10.82137 1.75736
14 S -10.91479 10.84818 1.81122
15 O -12.01498 10.11799 1.05105
16 O -10.94251 10.40862 3.27269
17 O -10.97611 12.26669 1.65914
18 C -15.64488 11.54540 4.37739
19 F -15.53397 11.93463 5.65224
20 F -16.49331 10.55165 4.27616
21 F -16.12699 12.58227 3.75085
22 S -13.88375 11.06293 3.69199
23 O -13.07851 10.30830 4.71266
24 O -14.10584 10.15400 2.52720
25 O -13.20458 12.29241 3.27109
26 C -14.78375 4.64179 -0.96906
27 F -14.57251 3.48218 -0.47879
28 F -13.75655 5.02932 -1.62782
29 F -15.96942 4.66895 -1.60504
30 S -14.99094 5.79765 0.55271
31 O -15.96251 5.28183 1.49329
32 O -13.64245 6.08988 1.08348
33 O -15.22410 7.18355 0.14434
34 B -11.74654 7.88524 -1.11047
35 F -11.02307 6.92157 -1.76602
36 F -11.45509 7.73246 0.19242
37 F -11.49029 9.17638 -1.35786
38 F -13.05251 7.67486 -1.05187
39 C -19.71086 9.62235 -0.08925
40 C -19.44355 9.96635 1.41719
41 C -20.76446 10.22989 2.15571
42 C -21.53244 8.89573 2.33343
43 C -20.72011 7.75476 2.96734
44 C -19.28553 7.58133 2.38212
45 N -18.65273 8.88832 2.15179
46 O -17.22795 8.70315 1.72622
47 C -18.62627 6.59290 3.39191
48 C -19.42897 6.71466 1.13424
49 C -18.68561 11.30462 1.52893
50 H -20.78495 9.47294 -0.19928
51 H -19.11053 8.83432 -0.54391
52 H -19.39592 10.45409 -0.71942
53 H -20.71322 10.71659 3.12967
54 H -21.40381 10.87141 1.54925
55 H -21.97813 8.54960 1.40087
56 H -22.38261 9.10393 2.98301
57 H -21.26154 6.84616 2.70391
58 H -20.71885 7.87243 4.05097
59 H -18.30836 6.94077 4.37477
60 H -19.29024 5.76728 3.64801
61 H -17.67657 6.20620 3.02229
62 H -18.59002 6.85277 0.45218
63 H -19.32958 5.63046 1.18651
64 H -20.37211 6.83299 0.60078
65 H -19.14362 12.20996 1.13057
66 H -17.83339 11.16805 0.86322
67 H -18.33746 11.48164 2.54655
68 N -12.76988 14.63804 1.88137
69 C -12.90973 15.10593 0.60422
70 C -12.42780 16.45423 0.65564
71 C -11.70711 16.69397 1.89058
72 C -11.95635 15.54003 2.55954
73 H -13.12774 13.76149 2.23307
74 H -13.52966 14.56878 -0.09831
75 H -12.62098 17.23189 -0.06846
76 H -11.22555 17.54825 2.34305
77 H -11.61381 15.30419 3.55626
78 N -12.15596 11.10108 -3.64484
79 C -12.60447 10.84540 -4.92136
80 C -11.53211 10.72990 -5.82719
81 C -10.39629 10.90408 -5.01022
82 C -10.76885 11.05671 -3.72286
83 H -12.72171 11.36597 -2.85121
84 H -13.63299 11.03793 -5.18871
85 H -11.73688 10.55230 -6.87262
86 H -9.45276 10.69841 -5.49382
87 H -10.18626 11.24930 -2.83410
88 N -14.12621 15.73792 -5.30946
89 C -14.63148 14.55107 -4.71847
90 C -14.59652 14.77786 -3.33423
91 C -13.94463 15.97928 -3.07055
92 C -13.73931 16.56631 -4.33473
93 H -13.97527 15.89045 -6.29640
94 H -15.08841 13.76300 -5.29861
95 H -14.97042 14.08722 -2.59286
96 H -13.71087 16.30314 -2.06712
97 H -13.31735 17.54879 -4.48667

Computed properties:
<S²>: 0.756
Charge: -1
LUMO energy (alpha / beta), Ha: -0.0117 / -0.0118
HOMO (alpha / beta), eV: -4.92 / -4.92
Spin multiplicity: 2
Frontier orbital gap (alpha / beta), eV: 4.602 / 4.599

These are the Löwdin partial charges, in e, on atoms 1 to 8:
1 Hf 2.2470
2 C -0.6174
3 F 0.1292
4 F 0.1183
5 F 0.1632
6 S 0.6205
7 O -0.2774
8 O -0.4099

Number 1: total energy -52363.958 eV. Number 2: total energy -111221.393 eV. Number 3: total energy -147845.640 eV.